Entry from OMol25: a molecular structure, C4H8CdO3 (ωB97M-V/def2-TZVPD).

The geometry in ORCA input format:
```
! RIJCOSX wB97M-V def2-TZVPD def2/J DEFGRID3
* xyz 2 1
C -2.718 0.287 0.048
C -1.477 -0.566 0.003
O -0.396 0.254 0.537
H -3.530 -0.209 -0.499
H -3.045 0.472 1.078
H -2.502 1.246 -0.440
H -1.223 -0.878 -1.017
H -1.542 -1.441 0.659
Cd 0.433 2.253 0.696
O 0.685 0.259 -0.353
O 2.377 1.404 0.154
C 2.920 0.255 0.103
C 2.048 -0.779 -0.393
H 1.939 -1.644 0.272
H 3.861 0.036 0.623
H 2.170 -0.949 -1.471
*
```

Its HOMO-LUMO gap is 7.15 eV. The value obtained for the molar mass is 216.52 g mol⁻¹. The energy above the lowest of the compared OMol25 structures with the same formula, charge and spin is 5.260 eV. As for the total energy: -14958.815 eV.

=====

Entry from OMol25: 2 unconnected molecules or ions with the total composition C7H12 (ωB97M-V/def2-TZVPD).

The geometry in ORCA input format:
```
! RIJCOSX wB97M-V def2-TZVPD def2/J DEFGRID3
* xyz 0 1
C -2.148 0.694 -0.279
C -2.069 -0.735 -0.731
C -1.010 -1.287 -1.318
C 1.514 0.402 0.678
C 2.527 0.069 -0.382
C 1.913 1.397 -0.048
C 0.704 -0.178 1.770
H -2.916 1.240 -0.839
H -1.188 1.205 -0.416
H -2.421 0.757 0.782
H -2.956 -1.346 -0.560
H -1.006 -2.328 -1.630
H -0.105 -0.711 -1.510
H 2.217 -0.469 -1.286
H 3.563 -0.143 -0.097
H 1.893 2.449 -0.289
H 1.353 -0.656 2.513
H 0.102 0.587 2.270
H 0.034 -0.948 1.370
*
```

Its HOMO-LUMO gap is 10.20 eV. The value obtained for the molar mass is 96.17 g mol⁻¹. The energy above the lowest of the compared OMol25 structures with the same formula, charge and spin is 3.054 eV. As for the total energy: -7450.377 eV. Its structure (SMILES) is CC1=CC1.C=CC.

=====

Entry from OMol25: a molecular structure, C11H13B2F4InNO5Se (ωB97M-V/def2-TZVPD).

The geometry in ORCA input format:
```
! RIJCOSX wB97M-V def2-TZVPD def2/J DEFGRID3
* xyz -1 1
In 0.903 0.376 0.459
O 2.682 -1.656 4.018
C 1.652 -1.220 3.309
O 1.393 -0.055 3.156
C 0.810 -2.364 2.752
O 0.628 -2.252 1.361
C 1.742 -2.722 0.619
C 2.996 -1.870 0.930
O 4.022 -2.427 1.274
O 2.840 -0.608 0.861
H 3.288 -0.929 4.238
H 1.291 -3.317 3.007
H -0.187 -2.299 3.201
H 1.931 -3.780 0.835
H 1.480 -2.596 -0.432
F 0.188 2.667 -0.973
B 1.228 3.157 -0.183
F 2.315 2.252 -0.344
F 0.828 3.055 1.152
F 1.580 4.419 -0.508
Se -1.415 0.416 1.486
C -2.416 1.293 0.094
C -3.174 2.411 0.417
C -3.937 3.040 -0.551
C -3.943 2.566 -1.852
C -3.185 1.453 -2.173
C -2.431 0.809 -1.207
H -3.160 2.791 1.428
H -4.523 3.910 -0.289
H -4.528 3.066 -2.613
H -3.182 1.076 -3.185
H -1.847 -0.059 -1.479
B 0.655 -2.116 -3.543
C 0.770 -1.046 -2.444
N 0.827 -0.325 -1.537
H 0.910 -1.645 -4.609
H -0.478 -2.513 -3.469
H 1.448 -2.959 -3.208
*
```

Its HOMO-LUMO gap is 8.15 eV. The value obtained for the molar mass is 530.62 g mol⁻¹. The energy above the lowest of the compared OMol25 structures with the same formula, charge and spin is 0.500 eV. As for the total energy: -106098.243 eV.

=====

Entry from OMol25: C5H8N2 in the gas phase (ωB97M-V/def2-TZVPD).

The geometry in ORCA input format:
```
! RIJCOSX wB97M-V def2-TZVPD def2/J DEFGRID3
* xyz 0 1
C -1.995 -0.821 0.074
C -0.529 -0.491 -0.050
C 0.483 -1.400 -0.119
C 1.729 -0.781 0.076
C 1.468 0.600 -0.012
H -2.506 -0.660 1.063
H -2.224 -1.918 -0.033
H -2.610 -0.313 -0.572
H 0.365 -2.494 -0.251
H 2.624 -1.276 0.149
H 2.185 1.399 0.200
H -0.746 2.354 0.858
H -1.248 1.851 -0.829
N 0.076 0.709 0.041
N -0.473 1.921 -0.099
*
```

Its HOMO-LUMO gap is 8.83 eV. The value obtained for the molar mass is 96.13 g mol⁻¹. The energy above the lowest of the compared OMol25 structures with the same formula, charge and spin is 2.123 eV. As for the total energy: -8292.873 eV. Its structure (SMILES) is Cc1cccn1N.

=====

Entry from OMol25: C3H2N4O in the gas phase (ωB97M-V/def2-TZVPD).

The geometry in ORCA input format:
```
! RIJCOSX wB97M-V def2-TZVPD def2/J DEFGRID3
* xyz 0 1
C 0.655 0.558 -1.421
C -0.967 0.045 -0.013
C 0.306 -0.644 0.570
H 1.466 1.204 -2.015
H 2.363 -0.417 -0.069
N -0.606 0.679 -1.114
N -2.070 0.210 0.884
N -2.684 0.199 1.969
N 1.171 -0.459 -0.409
O 0.364 -1.374 1.617
*
```

Its HOMO-LUMO gap is 7.47 eV. The value obtained for the molar mass is 110.08 g mol⁻¹. The energy above the lowest of the compared OMol25 structures with the same formula, charge and spin is 2.969 eV. As for the total energy: -11146.303 eV.

=====

Entry from OMol25: a molecular structure, C9H10MnN3O2S2 (ωB97M-V/def2-TZVPD).

The geometry in ORCA input format:
```
! RIJCOSX wB97M-V def2-TZVPD def2/J DEFGRID3
* xyz 1 2
Mn -0.061 0.015 0.030
S -1.148 1.874 0.780
C -1.987 0.553 1.525
N -1.497 -0.628 1.209
C -2.182 -1.670 1.817
C -1.917 -3.030 1.690
C -2.717 -3.917 2.382
C -3.767 -3.467 3.188
C -4.037 -2.118 3.320
C -3.232 -1.223 2.625
S -3.329 0.521 2.595
H -1.102 -3.369 1.064
H -2.531 -4.979 2.300
H -4.377 -4.184 3.719
H -4.849 -1.772 3.944
C 2.064 -3.876 -1.477
O 2.461 -2.523 -1.835
C 1.762 -1.554 -1.328
O 0.790 -1.703 -0.568
N 2.186 -0.326 -1.701
N 1.479 0.778 -1.193
H 2.766 -4.515 -1.999
H 1.047 -4.057 -1.816
H 2.143 -4.005 -0.402
H 2.975 -0.205 -2.318
H 1.097 1.327 -1.961
H 2.107 1.376 -0.659
*
```

Its HOMO-LUMO gap (spin up / spin down) is 7.77 / 8.07 eV. The value obtained for the molar mass is 311.27 g mol⁻¹. The energy above the lowest of the compared OMol25 structures with the same formula, charge and spin is 0.001 eV. As for the total energy: -71044.821 eV.

=====

Entry from OMol25: a molecular structure, C6H8INO2S (ωB97M-V/def2-TZVPD).

The geometry in ORCA input format:
```
! RIJCOSX wB97M-V def2-TZVPD def2/J DEFGRID3
* xyz 0 1
C -0.148 -0.287 -0.162
C 0.099 1.005 0.145
C -1.255 -0.827 -0.805
C -0.948 2.096 -0.145
C 1.331 1.573 0.607
C -1.337 -2.314 -0.827
N -2.046 -0.154 -1.493
O -3.000 2.078 -2.162
O -0.726 1.421 -2.804
S -1.771 1.447 -1.803
I -2.514 2.071 1.274
H 0.517 -1.068 0.320
H -0.467 2.993 0.036
H 1.772 2.460 0.076
H 2.187 0.856 0.557
H 1.438 1.999 1.720
H -1.502 -2.664 0.203
H -0.436 -2.641 -1.275
H -2.006 -2.692 -1.522
*
```

Its HOMO-LUMO gap is 8.73 eV. The value obtained for the molar mass is 285.11 g mol⁻¹. The energy above the lowest of the compared OMol25 structures with the same formula, charge and spin is 2.180 eV. As for the total energy: -30869.948 eV.

=====

Entry from OMol25: 2 unconnected molecules or ions with the total composition C4H2NO3 (ωB97M-V/def2-TZVPD).

The geometry in ORCA input format:
```
! RIJCOSX wB97M-V def2-TZVPD def2/J DEFGRID3
* xyz -1 1
C -0.002 2.010 0.529
C -1.014 -0.806 -1.181
C 0.752 -0.801 0.712
C -0.098 -1.376 -0.326
N -0.498 1.788 -0.484
O -2.151 -0.404 -1.421
O 0.154 -1.216 -1.698
O 0.206 -0.731 1.834
H 0.787 2.184 1.410
H 1.864 -0.648 0.625
*
```

Its HOMO-LUMO gap is 6.52 eV. The value obtained for the molar mass is 112.06 g mol⁻¹. The energy above the lowest of the compared OMol25 structures with the same formula, charge and spin is 4.490 eV. As for the total energy: -11809.732 eV.